{
  "formula": "C14H39ClN11O6",
  "method": "ωB97M-V with the def2-TZVPD basis set",
  "symbols": ["Cl", "C", "O", "N", "N", "H", "H", "H", "H", "C", "O", "N", "N", "H", "H", "H", "H", "C", "O", "N", "N", "H", "H", "H", "H", "C", "O", "N", "N", "H", "H", "H", "H", "C", "O", "N", "N", "H", "H", "H", "H", "C", "C", "C", "C", "C", "C", "N", "O", "C", "C", "C", "H", "H", "H", "H", "H", "H", "H", "H", "H", "H", "H", "H", "H", "H", "H", "H", "H", "H", "H"],
  "positions_angstrom": [[1.236, -1.304, -0.873], [1.618, -0.715, 3.538], [1.795, -1.106, 4.683], [2.034, 0.531, 3.110], [0.993, -1.455, 2.583], [2.329, 1.116, 3.866], [1.979, 0.751, 2.135], [0.771, -1.116, 1.660], [0.460, -2.233, 2.934], [5.005, -0.550, 0.692], [5.450, -0.414, 1.817], [5.204, -1.684, -0.062], [4.192, 0.392, 0.101], [5.082, -1.675, -1.058], [5.965, -2.212, 0.334], [4.002, 1.170, 0.706], [3.527, 0.133, -0.613], [0.497, -1.682, -5.051], [-0.116, -1.900, -6.090], [-0.122, -1.337, -3.894], [1.862, -1.811, -4.971], [0.359, -1.283, -3.003], [-1.123, -1.291, -3.933], [2.290, -1.302, -4.218], [2.286, -2.112, -5.826], [2.420, -4.505, 2.064], [1.295, -4.952, 1.914], [3.191, -4.807, 3.177], [3.045, -3.711, 1.157], [3.784, -4.075, 3.533], [2.810, -5.421, 3.872], [3.839, -3.133, 1.361], [2.468, -3.408, 0.387], [-2.004, -3.687, 0.076], [-3.007, -4.341, 0.316], [-1.686, -2.516, 0.717], [-1.063, -4.017, -0.858], [-0.977, -1.956, 0.273], [-2.395, -2.101, 1.292], [-1.145, -4.918, -1.285], [-0.257, -3.417, -0.940], [-3.669, 1.962, -1.629], [-2.242, 2.507, -1.449], [-2.184, 4.008, -1.584], [-2.771, 4.789, -0.435], [-2.128, 4.331, 0.873], [-2.036, 2.813, 1.080], [-1.701, 2.122, -0.135], [-1.698, 0.727, 0.055], [-0.972, 2.565, 2.179], [-3.402, 2.318, 1.654], [-1.368, 1.874, -2.539], [-4.139, 2.357, -2.539], [-4.390, 2.311, -0.887], [-3.648, 0.876, -1.610], [-1.140, 4.342, -1.736], [-2.490, 4.336, -2.589], [-3.847, 4.567, -0.385], [-2.699, 5.869, -0.560], [-2.717, 4.767, 1.685], [-1.120, 4.748, 0.946], [-0.749, 1.496, 2.131], [-0.055, 3.080, 1.893], [-1.368, 2.843, 3.147], [-3.513, 1.247, 1.503], [-3.489, 2.528, 2.722], [-4.209, 2.871, 1.173], [-1.147, 0.845, -2.281], [-0.420, 2.421, -2.611], [-1.792, 2.049, -3.529], [-0.788, 0.487, -0.170]],
  "total_energy_ev": -56357.4968,
  "lumo_energy_ev": 2.4301,
  "charge": -1,
  "orbital_gap_ha": 0.3181
}